Computed, not measured: a 4-piece molecular cluster, H9O4 overall, with ωB97M-V/def2-TZVPD.

Last column: Löwdin charge in e.
Cartesian coordinates (Å):
O  -0.37  -1.27  2.16  0.14
H  -0.68  -2.19  2.31  0.16
H  -0.29  -0.86  3.05  0.15
O  0.47  -0.71  -2.77  0.06
H  0.90  -1.20  -3.49  0.12
H  -0.38  -0.41  -3.14  0.11
O  -0.39  2.25  0.83  0.28
H  0.22  3.02  0.97  0.18
H  -1.29  2.65  0.75  0.17
O  0.49  -0.35  -0.17  0.26
H  0.72  -0.62  -1.10  0.13
H  0.41  0.60  0.02  0.12
H  0.19  -0.91  0.60  0.12

## Properties
LUMO (alpha / beta): -7.9 / -16.9 eV
Kohn-Sham gap (alpha / beta): 13.216 / 2.986 eV
2S+1: 2
total charge: +2

=====

Computed, not measured: a 5-piece molecular cluster, H9O4S overall, with ωB97M-V/def2-TZVPD.

Last column: Löwdin charge in e.
Cartesian coordinates (Å):
S  -2.31  0.17  -1.70  -0.15
H  -1.88  0.62  -0.52  -0.46
H  0.48  1.87  0.44  0.02
H  -0.56  2.15  -0.60  -0.01
O  -0.40  2.31  0.35  -0.12
H  -0.17  -1.64  -1.69  -0.01
H  -0.65  -1.45  -0.34  -0.03
O  0.18  -1.70  -0.79  -0.14
H  2.66  0.12  -0.89  0.01
H  1.52  -0.64  -0.13  -0.02
O  2.27  -0.02  -0.04  -0.08
H  0.14  -1.18  2.26  0.05
H  -0.59  0.09  1.55  0.01
O  -0.69  -0.71  2.09  -0.07

## Properties
LUMO: 3.5 eV
Kohn-Sham gap: 6.761 eV
2S+1: 1
total charge: -1

=====

Computed, not measured: one molecule with the formula HI3P2, with ωB97M-V/def2-TZVPD.

Last column: Löwdin charge in e.
Cartesian coordinates (Å):
P  -0.54  -1.28  -1.45  -0.12
P  -0.18  0.56  0.17  -0.43
I  -1.19  -3.03  -0.03  0.21
I  1.69  0.07  1.62  0.29
I  0.56  2.14  -1.54  0.27
H  -0.33  1.53  1.23  -0.21

## Properties
LUMO (alpha / beta): -0.9 / -1.9 eV
Kohn-Sham gap (alpha / beta): 6.320 / 7.520 eV
2S+1: 3

=====

Computed, not measured: a 2-piece molecular cluster, HI4NP2 overall, with ωB97M-V/def2-TZVPD.

Last column: Löwdin charge in e.
Cartesian coordinates (Å):
N  0.53  -0.56  -0.32  -0.49
P  1.91  -0.53  0.42  -0.15
P  -1.64  -2.09  1.57  -0.23
I  2.89  -2.65  -0.28  0.23
I  1.62  -0.76  2.91  0.11
I  -3.82  -1.15  1.96  0.27
I  -1.91  -3.47  -0.37  0.30
H  -0.08  0.24  -0.15  -0.05

## Properties
LUMO (alpha / beta): -3.4 / -4.1 eV
Kohn-Sham gap (alpha / beta): 4.184 / 2.899 eV
2S+1: 1